1.
Molecular formula: C4H8NO3
Method: DFT, wB97M-V/def2-TZVPD

Its HOMO energy (spin up / spin down) is -9.43 / -9.43 eV. As for the spin multiplicity: 2. As for the HOMO-LUMO gap (spin up / spin down): 0.362 / 0.188 hartree. As for the LUMO energy (spin up / spin down): 0.4 / -4.3 eV. For the energy above the lowest of the compared OMol25 structures with the same formula, charge and spin, the calculation gives 167.0 kJ/mol.

```
16
Properties=species:S:1:pos:R:3:forces:R:3:mulliken_charge:R:1
C 1.45778 -0.10243 2.34741 -4.1176 1.0976 -5.0752 -1.012
C 1.39544 -1.48997 1.61824 2.4581 -0.4196 3.5816 0.662
O 1.79697 -2.53573 2.17341 -0.7955 1.9253 -0.7924 -0.655
N 1.02324 -1.46030 0.37116 -1.8655 -0.8104 -4.2806 -0.269
H 0.99957 -2.37820 -0.15634 -0.0388 1.6208 1.1423 0.240
H 0.45641 -0.70299 -0.06444 1.0168 -0.9583 0.8576 0.104
H 0.43911 0.11299 2.65955 -0.0682 -0.5748 1.3612 0.304
H 1.38951 0.84387 1.62714 1.1251 -2.0777 0.7315 0.244
H 2.20094 0.02799 3.00784 2.3326 0.1155 2.5382 0.343
C -1.79211 1.62967 -2.26588 2.0002 1.0840 6.0165 -1.000
C -1.33288 0.30747 -1.72304 -1.3085 4.1513 -2.4118 0.817
O -1.85734 0.03466 -0.64240 0.4080 -2.1925 1.6972 -0.380
O -0.51868 -0.37181 -2.31867 1.2030 -2.2049 0.3599 -0.364
H -2.08325 1.76810 -3.19753 -1.6502 0.1416 -4.2284 0.384
H -1.07923 2.46113 -2.00040 0.0790 -1.0481 -0.5423 0.271
H -2.49547 1.85554 -1.43604 -0.7784 0.1501 -0.9553 0.311
```
Positions in Å, forces in eV/Å.


2.
Molecular formula: C21H24BrIrN5
Method: DFT, wB97M-V/def2-TZVPD

Its HOMO energy (spin up / spin down) is -13.87 / -13.88 eV. As for the spin multiplicity: 2. As for the total charge: +2. As for the HOMO-LUMO gap (spin up / spin down): 0.210 / 0.210 hartree. As for the LUMO energy (spin up / spin down): -8.2 / -8.2 eV.

```
52
Properties=species:S:1:pos:R:3:forces:R:3:mulliken_charge:R:1
Ir -0.32635 0.58835 0.14246 3.7246 -1.2300 1.0922 0.840
Br 0.30648 1.68209 -7.24161 -0.1217 -0.1913 0.5096 -0.086
C -0.10116 1.02054 -5.52181 0.0851 0.1204 0.2923 0.031
C -0.91089 -0.11590 -5.38061 0.2864 0.4404 -0.3993 -0.836
C -1.21209 -0.60225 -4.13767 0.2346 0.2038 1.1540 -0.556
C -0.70991 0.02811 -2.96253 0.6812 1.2118 -2.9329 1.078
C 0.10837 1.17965 -3.13847 -0.7464 -0.9751 0.7311 -0.069
C 0.40244 1.67022 -4.38030 -0.1147 -0.0534 -0.9239 -0.983
N -0.94181 -0.38410 -1.70102 -3.0452 -2.9894 3.1985 0.086
C -1.70586 -1.46591 -1.39273 2.0179 3.1122 -2.7807 0.436
C -1.84581 -1.86107 -0.06777 -0.5286 -1.0298 3.2357 -0.079
C -2.60857 -3.00449 0.30200 0.7498 1.2111 -1.1528 -0.928
C -2.70876 -3.37756 1.61044 0.3667 0.3137 1.1667 -0.422
C -2.04202 -2.61482 2.58423 -0.3704 -0.3738 -0.6874 -0.905
C -1.32866 -1.50241 2.18727 0.0824 0.1107 0.1869 0.076
N -1.22793 -1.11427 0.91511 -0.3472 -0.0605 -1.2869 -0.121
H -1.30305 -0.60214 -6.26142 -0.0083 -0.0220 -0.0374 0.455
H -1.84355 -1.47250 -4.06234 -0.0609 -0.1067 -0.0759 0.314
H 0.49172 1.67132 -2.24541 0.0923 0.0747 -0.0795 0.311
H 1.00463 2.55696 -4.49564 0.0949 0.0557 -0.0087 0.445
H -2.21046 -2.03013 -2.16431 0.1013 -0.0811 -0.0466 0.273
H -3.10030 -3.55275 -0.48437 -0.0832 -0.1309 -0.0833 0.475
H -3.29101 -4.23887 1.90002 -0.0342 -0.0727 -0.0001 0.475
H -2.09276 -2.87392 3.62819 0.0237 -0.0146 0.1193 0.452
H -0.82711 -0.88856 2.91869 0.0634 0.0311 0.0268 0.494
C -1.92638 1.93716 2.64392 0.1563 -0.5770 -0.2535 -1.434
C -0.49909 2.44780 2.32244 1.3749 0.8283 0.6026 1.531
C 0.09662 3.06637 3.59266 -0.3873 0.3648 -0.0841 -1.799
C -0.59386 3.48589 1.18812 0.1922 -0.3590 0.0148 -1.386
C 0.35847 1.30066 1.88222 -4.5485 -0.8641 -1.4529 -0.671
H -2.54721 2.78569 2.92414 0.1218 0.1245 0.0414 0.523
H -1.91704 1.23548 3.47526 -0.0677 -0.0715 0.0498 0.356
H -2.38464 1.45630 1.77175 -0.0158 0.0429 0.1043 0.297
H -0.55155 3.87676 3.92440 0.1015 0.0896 0.1461 0.433
H 1.08666 3.47516 3.40910 0.1089 0.0600 0.0067 0.427
H 0.15896 2.33351 4.39507 -0.0046 -0.0542 0.0624 0.450
H -1.36120 4.22357 1.40955 -0.0837 0.0094 -0.0683 0.464
H -0.86414 2.99038 0.23310 -0.0716 0.1984 -0.0214 0.303
H 0.35515 4.00265 1.06165 0.0246 0.0125 -0.1292 0.362
H 0.86048 0.77156 2.68892 0.7966 0.0894 -0.1795 0.757
N 4.84084 -1.47689 1.69997 0.5043 -0.0059 0.4952 -0.372
C 3.88361 -1.48594 0.77894 -1.2836 0.3894 -0.8302 0.351
C 2.77784 -0.58091 0.78282 0.9201 -0.1368 0.6091 -0.344
N 1.83685 -0.65487 -0.12677 -1.2866 0.5535 -0.4534 0.102
C 1.93903 -1.55778 -1.10091 0.1587 -0.4775 -0.3228 -0.251
C 3.03401 -2.42073 -1.13040 -0.7479 0.5575 0.0404 -0.466
N 3.95252 -2.38439 -0.20349 1.0612 -0.3871 0.4701 -0.569
H 4.84397 -0.83765 2.47458 0.0138 -0.0110 -0.0643 0.195
H 5.60526 -2.12888 1.60825 -0.0730 0.0518 0.0009 0.256
H 2.71124 0.20532 1.51713 0.0177 0.0210 0.1629 0.421
H 1.17643 -1.60921 -1.85792 -0.0861 0.0755 -0.0316 0.403
H 3.15162 -3.15255 -1.91488 -0.0395 -0.0787 -0.1334 0.402
```
Positions in Å, forces in eV/Å.


3.
Molecular formula: C16H20HoI2N2O7RuS
Method: DFT, wB97M-V/def2-TZVPD

Its HOMO energy (spin up / spin down) is -20.91 / -21.78 eV. As for the spin multiplicity: 10. As for the total charge: +4. As for the HOMO-LUMO gap (spin up / spin down): 0.220 / 0.187 hartree. As for the LUMO energy (spin up / spin down): -14.9 / -16.7 eV. For the energy above the lowest of the compared OMol25 structures with the same formula, charge and spin, the calculation gives 107.5 kJ/mol.

```
50
Properties=species:S:1:pos:R:3:forces:R:3:mulliken_charge:R:1
I 4.56872 1.73350 0.29273 0.7398 0.2259 -0.1031 0.378
I -2.51057 2.48667 -0.22375 -0.2992 -0.0689 0.3113 0.364
Ru -0.54428 1.44343 -1.64394 0.9802 0.3562 3.8771 0.846
Ho 1.82913 0.71322 0.75576 -0.8855 0.5221 1.1967 1.076
S 0.57477 2.96365 -0.06013 -0.6249 -0.1762 -0.4758 -0.176
C 1.60026 0.68385 -2.16320 1.4435 0.6640 -4.2908 -0.053
C 2.20080 -1.24388 -0.61105 1.7002 -4.5188 -2.1948 0.263
C 1.30920 4.48392 -0.88877 0.6186 0.7408 -0.5281 1.273
C 0.20831 5.54662 -0.82179 -0.1207 -0.3983 0.4021 -1.511
C 1.66886 4.14651 -2.32773 -0.2036 -0.3153 0.1149 -1.315
C 2.53746 4.90235 -0.09446 -0.3105 0.0985 0.3920 -0.956
C -0.85984 -0.36037 -1.98734 -0.6947 -5.4075 -2.3032 0.502
C -0.99837 1.98167 -3.35339 -1.3587 2.0699 -8.2219 0.186
O 2.47060 -2.18067 -1.21107 -1.0557 3.1006 1.9094 -0.035
O 2.18345 0.64255 -3.16551 -1.8653 -0.0604 3.7458 -0.101
O -0.88016 -1.48961 -2.28070 0.0982 4.3289 1.3588 -0.237
O -1.29739 2.29106 -4.44222 1.2070 -1.3633 5.2057 -0.121
H 0.58602 6.45947 -1.30187 -0.1412 -0.1735 0.1277 0.454
H -0.03881 5.74990 0.22928 -0.0224 0.2138 -0.3399 0.429
H -0.69292 5.19717 -1.34476 0.2063 0.2729 0.0362 0.367
H 2.20788 5.00844 -2.74517 -0.1683 -0.2659 -0.0428 0.511
H 0.75301 3.97663 -2.90548 0.2517 0.1240 -0.1292 0.182
H 2.30667 3.25505 -2.39031 0.0572 0.3316 -0.0951 0.230
H 2.97771 5.78070 -0.58599 0.0182 -0.2444 0.1801 0.497
H 3.28969 4.09799 -0.05543 0.0817 0.1219 -0.1267 -0.252
H 2.26569 5.17146 0.93169 0.1848 0.0233 -0.1142 0.417
C -0.03618 -5.05750 1.36271 -0.0785 -0.1819 -0.2140 -1.356
C -0.12835 -3.61555 0.88965 0.4303 0.1832 0.5494 -0.735
C -1.32598 -2.80217 1.48396 -1.0112 -1.1566 -0.7344 1.725
C -2.69255 -3.50502 1.28250 -0.5709 0.1141 0.3819 -1.045
C -3.05324 -3.91563 -0.13370 0.1857 0.1346 -0.3938 -1.229
C -1.15439 -2.56970 2.98817 1.6737 1.6870 0.1835 -0.007
O -1.58745 -3.29356 3.87205 -0.1042 -0.1701 -0.4583 -0.107
N -0.40297 -1.44834 3.33930 -0.8037 -1.6065 1.2669 0.061
C 0.27348 -0.66495 2.45274 0.5214 -0.1168 -1.4385 0.367
O 1.30527 0.01633 2.80783 -1.2214 -0.5314 -0.6653 -0.615
N -0.13513 -0.67075 1.17621 1.1672 1.0574 0.4777 0.179
C -1.28169 -1.41473 0.88478 -2.3772 1.3170 -1.1199 -0.235
O -2.19423 -0.94894 0.20344 2.1642 -1.0523 1.1579 -0.430
H -0.14201 -5.13891 2.45181 0.0316 -0.0563 -0.1323 0.364
H 0.94750 -5.45466 1.09123 -0.2049 0.0013 0.0869 0.426
H -0.79301 -5.68758 0.88188 0.1411 0.1125 0.2287 0.341
H 0.79886 -3.08165 1.14273 -0.0422 -0.1199 -0.0077 0.189
H -0.21884 -3.55953 -0.20996 -0.2496 -0.0073 0.3076 0.458
H -2.74563 -4.38720 1.93769 0.1951 0.2109 -0.0026 0.527
H -3.46131 -2.80716 1.64232 0.0621 -0.1795 0.0221 0.466
H -2.39469 -4.69008 -0.53922 -0.0917 0.0871 0.0872 0.314
H -4.07224 -4.31558 -0.12635 0.2022 0.0416 0.0090 0.459
H -3.04573 -3.05366 -0.80729 -0.0599 -0.2197 0.0248 0.286
H -0.17537 -1.37476 4.32015 0.2043 0.2496 0.4906 0.379
```
Positions in Å, forces in eV/Å.


4.
Molecular formula: C13H11BO2S
Method: DFT, wB97M-V/def2-TZVPD

Its HOMO energy is -8.29 eV. The SMILES is OB1OCc2ccc(Sc3ccccc3)cc21. As for the HOMO-LUMO gap: 0.327 hartree. As for the LUMO energy: 0.6 eV. For the energy above the lowest of the compared OMol25 structures with the same formula, charge and spin, the calculation gives 21.6 kJ/mol.

```
28
Properties=species:S:1:pos:R:3:forces:R:3:mulliken_charge:R:1
O 2.71235 2.18688 0.07864 0.0964 0.2415 -0.2576 -0.600
B 1.65634 2.40086 -0.76829 1.8630 0.5458 0.6852 0.619
O 1.56786 3.63399 -1.49370 -0.7448 -2.3342 1.7455 -0.455
C 0.28851 3.53145 -2.12199 -0.1746 0.6029 0.2329 -0.453
C -0.27384 2.17454 -1.83552 -0.2093 -0.9313 -0.8483 0.494
C -1.41225 1.64529 -2.41867 -0.4977 -0.5593 -0.0474 -0.821
C -1.71338 0.30453 -2.15115 -1.5779 0.7458 0.2991 -0.574
C -1.00901 -0.40973 -1.21077 -0.1845 -1.3513 -0.1195 0.978
S -1.38411 -2.10338 -0.83628 -0.8918 -0.4898 -1.0095 -0.247
C -0.68456 -2.33995 0.74651 0.2299 0.5474 0.2414 -0.204
C -1.34537 -1.88416 1.84918 -2.0689 0.3093 1.9819 0.095
C -0.84547 -2.12995 3.14324 -1.7199 1.1403 -0.4583 -0.635
C 0.40072 -2.62489 3.26777 0.7272 -0.4063 2.5331 -0.180
C 1.13467 -2.98106 2.17713 1.4188 -0.4007 -0.0341 -0.649
C 0.57170 -2.88967 0.94125 -0.1041 -0.0433 -0.6251 -0.015
C 0.08710 0.10962 -0.64716 1.9857 1.5799 0.1527 -0.604
C 0.52943 1.35874 -1.02675 -0.3791 2.7862 -0.4254 -0.734
H 3.36578 2.90139 0.07664 -0.2786 -0.1485 0.0097 0.292
H -0.41045 4.31752 -1.75544 0.5912 -0.2594 -0.3553 0.265
H 0.54899 3.65393 -3.15125 -0.6553 0.2397 -0.9871 0.282
H -2.06720 2.25915 -3.03963 0.1467 -0.2880 0.0498 0.394
H -2.66051 -0.15535 -2.41464 0.0618 0.2552 -0.7116 0.343
H -2.34478 -1.39555 1.80665 0.8655 -0.4468 -0.3878 0.340
H -1.41934 -1.87872 4.05549 0.2672 -0.0362 -0.8356 0.326
H 0.75069 -2.74015 4.30634 0.2878 -0.0644 -0.7089 0.313
H 2.17546 -3.29371 2.28830 -0.4024 -0.1391 -0.0716 0.363
H 1.10955 -3.22467 0.10006 0.6179 -0.2814 -0.9689 0.454
H 0.67111 -0.42693 0.03406 0.7297 -0.8141 0.9204 0.614
```
Positions in Å, forces in eV/Å.


5.
Molecular formula: C21H21NO4S
Method: DFT, wB97M-V/def2-TZVPD

Its HOMO energy is -8.73 eV. The SMILES is Cc1c(C(=O)N(Cc2ccccc2)[C@H]2CCS(=O)(=O)C2)oc2ccccc12. As for the HOMO-LUMO gap: 0.324 hartree. As for the LUMO energy: 0.1 eV. For the energy above the lowest of the compared OMol25 structures with the same formula, charge and spin, the calculation gives 19.3 kJ/mol.

```
48
Properties=species:S:1:pos:R:3:forces:R:3:mulliken_charge:R:1
C 1.47440 3.16120 -1.52208 -0.0683 0.0621 0.1390 -1.709
C 1.10339 1.74768 -1.78073 -0.5089 -0.3030 0.5323 -0.120
C 0.28179 0.90892 -1.06329 0.7989 0.8096 -0.7381 1.162
C -0.40325 1.21853 0.20070 -0.2510 -0.1129 0.2712 0.462
O -0.23638 2.31723 0.71955 0.0861 0.0370 -0.1612 -0.729
N -1.20233 0.28811 0.79859 -0.1518 0.0346 0.0677 0.409
C -1.49205 -1.01830 0.24828 -0.0787 -0.3692 -0.3444 -1.871
C -0.35652 -2.01440 0.34894 -0.0665 -0.1475 0.1676 1.284
C -0.51850 -3.26366 -0.23844 -0.0152 0.1046 0.0699 -0.543
C 0.49358 -4.20331 -0.18542 -0.0258 -0.0712 -0.0540 -0.657
C 1.68402 -3.90586 0.45710 0.1118 -0.0502 0.0167 -0.451
C 1.85118 -2.66560 1.04588 0.0765 -0.0345 0.0245 -0.947
C 0.83598 -1.72526 0.99377 -0.1310 0.0212 0.0154 -0.008
C -1.82065 0.62828 2.07454 0.4017 0.0662 0.0485 -0.561
C -0.81324 0.94300 3.19629 0.2861 -0.1894 -0.2070 -0.777
C -1.62063 1.26915 4.43655 -0.5134 0.2592 -0.3050 -0.817
S -3.16808 1.99531 3.77604 -0.2140 0.1604 0.0875 1.191
O -3.31058 3.36930 4.16394 0.3390 0.2915 -0.1095 -0.679
O -4.25935 1.10799 4.08090 -0.0088 -0.4537 -0.1087 -0.666
C -2.76059 1.82180 2.01098 -0.0829 0.0110 0.7951 -0.934
O 0.19901 -0.32628 -1.65840 -0.1785 -0.1854 -0.0367 -0.198
C 0.97982 -0.29155 -2.75414 0.5870 0.7005 -0.4772 0.000
C 1.21337 -1.32128 -3.65345 -0.1960 -0.0835 0.2382 -1.046
C 2.05530 -1.04611 -4.71092 -0.0530 -0.0355 0.0499 -0.472
C 2.64457 0.21180 -4.86983 0.1249 0.0818 -0.1307 -0.626
C 2.41431 1.23157 -3.97460 -0.0785 -0.0029 0.1160 -0.596
C 1.56836 0.97843 -2.89449 -0.3077 -0.7207 0.0482 0.968
H 1.16959 3.78154 -2.36438 0.0203 0.0758 -0.0650 0.378
H 0.99755 3.51913 -0.61654 0.0771 0.0836 -0.0637 0.368
H 2.55587 3.24441 -1.41951 0.0886 0.0580 -0.0097 0.368
H -1.78301 -0.91936 -0.80222 -0.0227 -0.0991 0.2042 0.493
H -2.35868 -1.42491 0.77846 0.0809 0.1439 -0.0684 0.593
H -1.44432 -3.49490 -0.74589 -0.1208 -0.0441 -0.0756 0.431
H 0.35562 -5.16879 -0.64952 -0.0145 -0.0840 -0.0342 0.405
H 2.47777 -4.63671 0.49520 0.0642 -0.0617 0.0053 0.408
H 2.77757 -2.42373 1.54578 0.0787 0.0155 0.0387 0.404
H 0.98703 -0.75478 1.44320 0.0132 0.0790 0.0445 0.355
H -2.41102 -0.23740 2.39250 0.1161 0.0214 -0.1442 0.585
H -0.21247 1.80044 2.89242 -0.0325 -0.1217 0.0540 0.393
H -0.15318 0.09012 3.36281 -0.0046 0.0347 0.0169 0.310
H -1.14745 1.99596 5.08687 -0.0455 0.0950 0.0625 0.467
H -1.91127 0.38621 4.99841 -0.1108 -0.0217 0.0397 0.377
H -3.67021 1.63336 1.45148 -0.1763 0.0085 0.0949 0.435
H -2.25703 2.72041 1.67013 0.0227 0.0215 0.0424 0.428
H 0.75689 -2.28856 -3.51793 -0.0422 -0.1345 -0.0070 0.477
H 2.26629 -1.81915 -5.43418 0.0048 -0.0774 -0.0487 0.410
H 3.29522 0.37938 -5.71504 0.0540 0.0222 -0.0638 0.383
H 2.87229 2.20063 -4.09832 0.0672 0.1052 -0.0378 0.462
```
Positions in Å, forces in eV/Å.


6.
Molecular formula: C6H10FNO2
Method: DFT, wB97M-V/def2-TZVPD

Its HOMO energy is -9.23 eV. The SMILES is CNCCC[C@@]1(F)OC1=O. As for the HOMO-LUMO gap: 0.369 hartree. As for the LUMO energy: 0.8 eV. For the energy above the lowest of the compared OMol25 structures with the same formula, charge and spin, the calculation gives 274.1 kJ/mol.

```
20
Properties=species:S:1:pos:R:3:forces:R:3:mulliken_charge:R:1
C -0.78140 -1.68570 -1.10794 0.2371 3.6547 0.1333 -0.917
N 0.21454 -1.13999 -0.14617 -0.2847 -3.4276 2.8524 -0.249
C -0.32684 -0.12905 0.75051 -1.6963 0.1964 -0.1049 -0.803
C -0.09776 1.27813 0.15933 -1.4016 -0.3454 -2.0269 -0.493
C 1.40710 1.54568 0.33531 -2.7591 -1.7709 1.8805 -0.827
C 2.13920 0.47656 -0.36499 3.1559 -1.9387 2.1852 1.236
F 1.86539 0.20114 -1.62155 -0.0858 0.5733 -0.6324 -0.284
O 3.65264 0.63260 -0.16300 -0.0082 -0.5194 0.0793 -0.450
C 3.08291 -0.43882 0.40123 -1.0417 1.1211 -0.2682 0.175
O 3.36276 -1.31948 1.16130 -0.1743 0.7198 -0.9827 -0.535
H -1.10676 -0.69576 -1.69757 0.3871 -2.6611 0.6859 0.234
H -0.15380 -2.35940 -1.65127 -0.4333 -0.5174 -1.0407 0.364
H -1.64088 -2.15155 -0.60561 0.0711 0.0622 -0.3233 0.297
H 0.40235 -2.00879 0.50509 0.0578 2.1814 -1.5861 0.261
H 0.20383 -0.04346 1.71478 -0.0728 -0.7871 -0.3148 0.374
H -1.41770 -0.40086 1.00999 1.2372 0.8566 -0.3643 0.356
H -0.66395 1.92881 0.77514 -0.3831 0.9980 0.6726 0.393
H -0.57050 1.47224 -0.91409 1.3631 -0.7529 1.9741 0.221
H 1.71108 2.46268 0.00420 0.8017 2.5444 -0.9659 0.352
H 1.44218 1.52819 1.48825 1.0300 -0.1875 -1.8532 0.295
```
Positions in Å, forces in eV/Å.


These records have max |F| values of 6.6, 5.3, 8.6, 3.0, 1.4, 4.5 eV Å⁻¹, in the order they appear.
These records have electronic energy values of -11907.23874, -102480.45848, -89599.62386, -29268.09277, -42633.10159, -14683.84993 eV, in the order they appear.